Record 1
183
Properties=species:S:1:pos:R:3:lowdin_charge:R:1 method="wB97M-V/def2-TZVPD" lumo_energy_ev=0.19 gap_ev=8.952 homo_energy_ev=-8.758 largest_force_ev_per_a=2.93
O -2.043 -4.734 2.203 -0.026
H -2.142 -5.396 1.519 0.060
H -2.914 -4.660 2.594 0.062
C 2.825 2.910 2.059 -0.036
C 2.259 1.657 1.402 -0.374
C 1.539 0.703 2.420 -0.138
O 2.427 0.346 3.505 -0.186
C 1.825 -0.392 4.536 -0.110
N 1.350 2.065 0.348 0.074
H 3.386 3.517 1.349 0.073
H 3.522 2.665 2.860 0.082
H 2.011 3.542 2.414 0.069
H 3.050 1.121 0.876 0.122
H 1.244 -0.257 1.997 0.106
H 0.664 1.191 2.850 0.105
H 1.247 -1.226 4.139 0.065
H 1.140 0.186 5.156 0.071
H 2.580 -0.874 5.157 0.096
H 0.656 2.663 0.771 0.055
H 1.880 2.619 -0.310 0.061
C 4.003 6.490 -1.260 -0.059
C 4.668 5.232 -1.854 -0.418
C 3.768 4.381 -2.795 -0.169
O 3.025 3.378 -2.074 -0.225
C 2.339 2.540 -2.921 -0.142
N 5.801 5.655 -2.660 0.024
H 4.747 7.013 -0.659 0.074
H 3.154 6.229 -0.628 0.057
H 3.611 7.122 -2.057 0.075
H 5.039 4.563 -1.077 0.120
H 4.441 3.931 -3.525 0.117
H 3.109 4.992 -3.412 0.124
H 3.041 1.972 -3.531 0.093
H 1.638 3.001 -3.617 0.101
H 1.830 1.799 -2.305 0.063
H 6.530 6.103 -2.124 0.073
H 5.467 6.330 -3.334 0.071
C -1.060 -2.822 -7.650 -0.090
C -1.971 -2.077 -6.749 -0.428
C -1.789 -2.389 -5.239 -0.185
O -2.792 -1.713 -4.510 -0.176
C -2.590 -1.808 -3.140 -0.123
N -1.690 -0.671 -7.055 0.057
H -1.226 -3.895 -7.549 0.076
H -0.031 -2.688 -7.318 0.071
H -1.203 -2.539 -8.693 0.085
H -2.986 -2.389 -6.993 0.143
H -0.788 -2.144 -4.885 0.106
H -1.942 -3.444 -5.013 0.124
H -3.129 -1.002 -2.642 0.066
H -1.539 -1.558 -2.994 0.071
H -2.769 -2.714 -2.561 0.086
H -0.788 -0.400 -6.688 0.074
H -2.362 -0.129 -6.532 0.026
C -4.810 1.353 -3.274 -0.057
C -3.720 2.232 -3.973 -0.369
C -2.608 2.719 -2.980 -0.225
O -1.811 3.748 -3.531 -0.166
C -1.086 4.398 -2.409 -0.072
N -3.130 1.497 -5.101 0.044
H -5.516 1.894 -2.644 0.067
H -4.398 0.597 -2.606 0.030
H -5.414 0.813 -4.004 0.077
H -4.218 3.158 -4.259 0.131
H -1.955 1.898 -2.684 0.116
H -3.185 3.034 -2.110 0.105
H -0.411 5.138 -2.839 0.084
H -0.440 3.736 -1.833 0.072
H -1.713 4.972 -1.726 0.068
H -2.620 0.694 -4.762 0.040
H -2.356 2.033 -5.468 0.069
C 0.086 -4.959 -1.393 -0.053
C 0.826 -6.289 -1.705 -0.350
C 2.043 -6.585 -0.807 -0.269
O 3.034 -5.719 -1.142 -0.188
C 4.140 -5.677 -0.182 -0.043
N -0.201 -7.403 -1.465 0.019
H 0.835 -4.168 -1.391 0.057
H -0.532 -4.934 -0.496 0.060
H -0.590 -4.696 -2.207 0.064
H 1.117 -6.408 -2.748 0.133
H 2.410 -7.599 -0.961 0.123
H 1.808 -6.473 0.252 0.111
H 5.021 -5.519 -0.805 0.089
H 4.197 -6.608 0.381 0.091
H 4.084 -4.792 0.453 0.056
H -0.681 -7.518 -2.346 0.058
H 0.343 -8.233 -1.277 0.046
C -1.774 2.870 2.801 -0.038
C -2.429 4.153 2.263 -0.388
C -1.821 4.478 0.867 -0.209
O -0.413 4.460 0.854 -0.242
C 0.166 5.702 1.315 -0.052
N -3.869 3.934 2.124 0.019
H -0.693 3.007 2.797 0.061
H -2.069 1.925 2.347 0.057
H -2.087 2.827 3.844 0.074
H -2.320 4.971 2.976 0.132
H -2.298 5.426 0.616 0.124
H -2.039 3.680 0.157 0.114
H -0.055 5.738 2.382 0.085
H -0.251 6.573 0.808 0.095
H 1.251 5.616 1.257 0.077
H -4.351 4.693 1.664 0.092
H -4.250 3.979 3.058 0.089
C -3.721 0.052 7.987 -0.075
C -2.235 0.046 7.651 -0.436
C -1.876 -0.177 6.185 -0.163
O -2.337 -1.497 5.847 -0.187
C -1.747 -1.970 4.673 -0.119
N -1.752 1.327 8.134 0.023
H -3.918 0.256 9.040 0.078
H -4.181 -0.903 7.734 0.076
H -4.232 0.780 7.357 0.071
H -1.820 -0.684 8.346 0.140
H -0.806 -0.054 6.022 0.104
H -2.416 0.584 5.622 0.116
H -2.059 -2.992 4.458 0.083
H -0.672 -1.957 4.851 0.071
H -1.972 -1.407 3.767 0.074
H -2.303 1.442 8.973 0.057
H -2.063 2.073 7.528 0.064
C -5.136 -0.616 0.234 -0.046
C -5.117 0.626 1.087 -0.442
C -4.611 0.334 2.489 -0.198
O -5.595 -0.410 3.212 -0.177
C -5.213 -0.717 4.504 -0.113
N -4.504 1.777 0.448 0.063
H -4.170 -1.119 0.181 0.061
H -5.551 -0.432 -0.757 0.074
H -5.815 -1.288 0.759 0.080
H -6.143 0.948 1.265 0.141
H -4.568 1.281 3.026 0.109
H -3.592 -0.052 2.460 0.110
H -4.361 -1.393 4.438 0.076
H -6.045 -1.267 4.944 0.097
H -5.035 0.179 5.098 0.079
H -3.514 1.583 0.407 0.034
H -4.533 2.597 1.038 0.010
C 7.249 0.145 -1.190 -0.073
C 5.885 0.583 -1.643 -0.463
C 4.863 -0.453 -1.338 -0.217
O 4.836 -0.891 0.031 -0.168
C 3.762 -1.853 0.192 -0.076
N 5.679 1.921 -1.145 0.075
H 7.977 0.955 -1.233 0.077
H 7.609 -0.704 -1.771 0.081
H 7.273 -0.109 -0.131 0.076
H 5.985 0.678 -2.724 0.143
H 4.864 -1.197 -2.134 0.129
H 3.913 0.072 -1.441 0.101
H 3.998 -2.517 1.023 0.076
H 3.606 -2.542 -0.638 0.080
H 2.884 -1.251 0.425 0.074
H 4.820 2.194 -1.599 0.039
H 5.576 1.944 -0.141 0.083
C 2.482 -5.005 3.561 -0.071
C 1.275 -4.635 2.702 -0.355
O 0.269 -4.277 3.574 -0.077
H 3.402 -4.986 2.977 0.056
H 2.352 -5.978 4.034 0.076
H 2.611 -4.238 4.325 0.072
H 1.002 -5.489 2.082 0.097
H 1.551 -3.843 2.005 0.099
H -0.531 -4.493 3.089 0.014
C -1.087 -1.804 0.354 -0.039
C -1.310 -0.250 0.118 -0.282
O -0.419 0.213 -0.865 -0.112
H -1.651 -2.142 1.223 0.052
H -0.005 -1.914 0.428 0.062
H -1.455 -2.380 -0.494 0.049
H -1.115 0.288 1.046 0.086
H -2.347 -0.097 -0.181 0.073
H 0.155 0.850 -0.434 0.015
C 2.303 -1.746 -4.489 -0.051
C 1.619 -1.335 -3.199 -0.375
O 0.948 -0.171 -3.341 -0.077
H 3.047 -1.038 -4.852 0.078
H 1.587 -1.989 -5.274 0.052
H 2.810 -2.682 -4.256 0.074
H 2.398 -1.128 -2.465 0.076
H 1.065 -2.071 -2.617 0.102
H 0.562 0.054 -2.492 0.035


Record 2
196
Properties=species:S:1:pos:R:3:lowdin_charge:R:1 method="wB97M-V/def2-TZVPD" lumo_energy_ev=-13.74 total_charge=+8 gap_ev=8.171 homo_energy_ev=-21.911 largest_force_ev_per_a=3.30
C 0.919 5.257 -0.905 -0.026
C -0.160 6.225 -0.404 -0.253
C -1.345 6.297 -1.382 -0.202
O -2.518 6.864 -0.842 -0.172
C -2.926 7.952 -1.614 -0.115
N -0.744 5.767 0.924 0.234
H 0.064 5.775 1.538 0.158
H -1.408 6.415 1.345 0.166
H -1.212 4.866 0.841 0.109
H 0.539 4.279 -1.204 0.054
H 1.741 4.961 -0.250 0.096
H 1.378 5.706 -1.787 0.099
H 0.234 7.235 -0.297 0.168
H -1.572 5.333 -1.847 0.116
H -1.009 6.896 -2.232 0.135
H -3.235 7.751 -2.642 0.096
H -2.187 8.756 -1.710 0.108
H -3.673 8.610 -1.167 0.109
C -0.134 -6.797 3.114 0.005
C 1.197 -6.866 2.339 -0.250
C 2.043 -5.556 2.352 -0.176
O 3.330 -5.817 1.781 -0.223
C 3.775 -4.674 0.980 -0.041
N 2.240 -7.918 2.816 0.227
H 2.084 -8.859 2.450 0.185
H 3.129 -7.810 2.324 0.142
H 2.475 -7.954 3.804 0.169
H -0.768 -6.256 2.410 0.094
H -0.048 -6.316 4.087 0.093
H -0.596 -7.776 3.242 0.104
H 1.030 -7.166 1.305 0.149
H 2.113 -5.271 3.406 0.127
H 1.550 -4.749 1.811 0.122
H 4.773 -4.872 0.593 0.095
H 3.829 -3.843 1.684 0.064
H 3.120 -4.384 0.159 0.094
C -5.127 -3.041 1.887 -0.013
C -4.973 -1.683 1.142 -0.242
C -6.129 -0.753 1.559 -0.151
O -6.148 0.397 0.689 -0.222
C -7.107 1.353 1.051 -0.096
N -3.564 -1.121 1.471 0.219
H -3.256 -0.289 0.950 0.080
H -3.530 -0.803 2.435 0.153
H -2.815 -1.801 1.270 0.105
H -4.261 -3.694 1.772 0.065
H -5.912 -3.724 1.564 0.108
H -5.298 -2.783 2.933 0.093
H -4.976 -1.716 0.053 0.143
H -5.952 -0.342 2.558 0.125
H -7.101 -1.247 1.587 0.151
H -7.994 0.878 1.477 0.112
H -7.364 1.946 0.176 0.080
H -6.717 1.939 1.889 0.071
C -1.993 0.136 -3.452 -0.034
C -3.301 -0.681 -3.577 -0.261
C -4.548 -0.096 -2.938 -0.191
O -5.556 -1.093 -2.885 -0.161
C -6.868 -0.558 -2.684 -0.050
N -3.605 -0.803 -5.077 0.223
H -2.945 -1.427 -5.537 0.168
H -4.536 -1.180 -5.260 0.178
H -3.527 0.044 -5.635 0.159
H -1.317 -0.329 -4.173 0.077
H -1.531 0.178 -2.471 0.041
H -2.168 1.177 -3.736 0.070
H -3.152 -1.736 -3.341 0.141
H -4.870 0.766 -3.531 0.123
H -4.118 0.192 -1.973 0.131
H -6.903 0.056 -1.784 0.074
H -7.664 -1.295 -2.755 0.113
H -7.072 0.048 -3.574 0.085
C -4.250 4.053 -2.219 -0.019
C -5.853 3.975 -2.195 -0.269
C -6.341 4.695 -0.959 -0.202
O -7.774 4.637 -0.954 -0.173
C -8.382 4.736 0.374 -0.031
N -6.400 4.442 -3.539 0.266
H -6.810 3.686 -4.084 0.179
H -6.951 5.298 -3.506 0.189
H -5.636 4.640 -4.184 0.160
H -3.807 3.689 -1.294 0.078
H -3.965 5.101 -2.338 0.066
H -3.748 3.531 -3.035 0.069
H -6.134 2.940 -1.997 0.136
H -5.962 5.716 -1.071 0.140
H -5.822 4.180 -0.149 0.126
H -8.406 5.792 0.649 0.101
H -7.735 4.258 1.111 0.068
H -9.396 4.349 0.438 0.108
C -0.726 5.457 4.904 -0.019
C -1.627 4.253 5.228 -0.286
C -2.311 3.717 4.045 -0.221
O -3.502 3.059 4.390 -0.156
C -4.320 2.570 3.351 -0.066
N -0.816 3.206 6.013 0.261
H -1.205 2.294 5.789 0.172
H 0.161 3.391 5.819 0.163
H -0.970 3.420 6.996 0.184
H -0.060 5.226 4.065 0.075
H -0.038 5.686 5.718 0.104
H -1.310 6.312 4.570 0.106
H -2.291 4.640 6.002 0.172
H -1.715 2.966 3.510 0.129
H -2.471 4.537 3.338 0.131
H -5.202 1.967 3.548 0.091
H -3.647 1.937 2.758 0.073
H -4.521 3.407 2.676 0.094
C -0.199 2.370 -6.919 -0.013
C 0.425 3.302 -5.820 -0.283
C 0.989 2.491 -4.670 -0.194
O 1.975 3.186 -3.937 -0.173
C 2.763 2.280 -3.159 -0.059
N 1.448 4.155 -6.490 0.244
H 2.119 3.632 -7.046 0.185
H 0.934 4.729 -7.158 0.184
H 1.859 4.794 -5.811 0.178
H 0.317 1.422 -7.076 0.067
H -0.485 2.752 -7.900 0.103
H -1.189 2.071 -6.566 0.076
H -0.335 4.009 -5.487 0.158
H 1.451 1.569 -5.035 0.122
H 0.087 2.282 -4.088 0.123
H 2.345 1.370 -2.729 0.077
H 3.005 2.931 -2.318 0.095
H 3.645 2.045 -3.757 0.103
C 9.207 -3.085 6.099 -0.010
C 9.112 -1.539 5.884 -0.265
C 8.799 -1.133 4.479 -0.144
O 7.617 -1.865 4.043 -0.221
C 7.057 -1.493 2.800 -0.097
N 7.999 -1.061 6.771 0.231
H 7.119 -1.552 6.895 0.170
H 8.327 -0.966 7.735 0.189
H 7.839 -0.073 6.579 0.176
H 8.268 -3.566 5.813 0.046
H 9.385 -3.550 7.068 0.105
H 9.910 -3.443 5.347 0.104
H 10.068 -1.120 6.199 0.177
H 9.580 -1.411 3.767 0.152
H 8.668 -0.062 4.305 0.142
H 7.735 -1.833 2.010 0.099
H 7.024 -0.423 2.578 0.101
H 6.105 -1.982 2.611 0.063
C 4.513 -1.012 -7.064 -0.031
C 3.374 -2.008 -7.064 -0.254
C 2.855 -2.428 -5.645 -0.147
O 2.132 -1.330 -5.058 -0.217
C 1.548 -1.723 -3.832 -0.100
N 2.158 -1.360 -7.733 0.239
H 2.370 -0.372 -7.827 0.149
H 2.037 -1.681 -8.694 0.187
H 1.290 -1.637 -7.285 0.160
H 5.422 -1.233 -6.506 0.112
H 4.201 -0.010 -6.764 0.081
H 4.881 -0.981 -8.092 0.107
H 3.739 -2.875 -7.613 0.166
H 3.597 -2.734 -4.906 0.142
H 2.215 -3.309 -5.757 0.133
H 2.240 -1.828 -2.991 0.101
H 0.936 -2.616 -3.965 0.099
H 0.934 -0.928 -3.406 0.055
C 5.993 -7.211 5.516 -0.007
C 5.542 -6.124 4.545 -0.275
C 5.135 -4.721 5.030 -0.154
O 4.757 -3.921 3.924 -0.228
C 4.183 -2.686 4.321 -0.084
N 6.635 -6.017 3.447 0.244
H 7.596 -5.765 3.664 0.180
H 6.672 -6.876 2.899 0.175
H 6.303 -5.401 2.705 0.145
H 5.178 -7.281 6.238 0.107
H 6.826 -6.902 6.152 0.102
H 6.267 -8.124 4.993 0.105
H 4.744 -6.578 3.957 0.119
H 5.967 -4.253 5.561 0.127
H 4.268 -4.887 5.674 0.146
H 3.890 -2.178 3.405 0.093
H 4.985 -2.042 4.704 0.074
H 3.517 -2.798 5.178 0.104
C -0.759 -5.037 -1.137 -0.619
F -0.216 -4.819 -2.312 0.143
F -1.475 -6.147 -1.084 0.171
F 0.187 -5.058 -0.145 0.079
S -2.001 -3.541 -0.936 0.500
O -3.146 -3.974 -1.708 -0.300
O -2.299 -3.446 0.490 -0.364
O -1.433 -2.301 -1.457 -0.354
C 0.430 0.729 -0.154 -0.562
F 0.464 -0.002 0.996 0.107
F 1.514 1.506 -0.258 0.125
F 0.427 -0.105 -1.218 0.096
S -1.206 1.831 -0.142 0.495
O -2.338 0.982 0.099 -0.312
O -1.041 2.871 0.870 -0.346
O -1.168 2.365 -1.501 -0.348